Computed, not measured: a single C21H28N4O2 molecule, with ωB97M-V with the def2-TZVPD basis set.

Results
SMILES: COc1ccc(-c2nc3cnccn3c2NC(C)(C)CC(C)(C)C)cc1O
Charge: 0
Gap between HOMO and LUMO: 8.094 eV

Structure (XYZ):
```
55
Properties=species:S:1:pos:R:3:forces:R:3:mulliken_charge:R:1
C -1.1906 -1.7767 1.0031 -0.238 -0.201 0.569 2.196
C -3.9546 0.5519 -0.4435 -0.637 -0.118 -0.040 0.194
C -3.4860 3.2297 -0.2776 -0.421 0.056 -0.041 -0.414
H -1.3340 -3.7327 -2.0061 -0.168 -0.029 -0.083 0.354
C -2.4513 -1.5806 1.8731 0.231 -0.008 -0.123 -2.059
H 1.2256 3.0243 1.0050 -0.050 0.138 0.086 0.481
N -1.1033 2.5600 -0.1084 0.004 0.439 0.066 -0.808
N -2.6707 0.9735 -0.2907 0.242 0.859 0.067 0.071
H -5.9714 1.1991 -0.6205 -0.016 -0.184 -0.014 0.362
C -0.0610 -3.9024 -0.2576 -0.045 -0.104 -0.011 2.981
C -0.0040 -1.2292 1.7943 -0.091 -0.075 -0.187 -2.059
H 5.6135 0.0967 -1.8701 -0.005 -0.008 0.048 0.332
H -0.0121 -5.7854 0.8307 0.022 -0.076 0.139 0.442
O 3.8259 3.0711 1.1264 0.046 0.020 0.006 -0.648
O 5.1007 1.0989 -0.1302 -0.601 0.347 0.209 -0.532
H 1.6363 -2.5543 -0.1324 0.098 0.157 0.013 0.140
H 2.0585 -4.2297 -0.4506 0.097 -0.062 -0.066 0.546
H -2.1029 -1.4648 -0.7911 0.191 -0.026 -0.109 0.572
H 0.9899 -0.5261 -1.3545 -0.048 -0.098 -0.026 0.607
C -0.5087 1.3476 -0.1435 -0.794 -0.269 -0.208 1.042
C 3.0866 2.1291 0.4849 0.117 -0.260 -0.152 0.379
C -0.3208 -3.4751 -1.7033 0.154 -0.006 0.135 -1.729
C 1.3877 -3.5815 0.1107 -0.218 -0.012 -0.073 -1.746
N -4.7171 2.8188 -0.4160 0.115 0.636 0.033 -0.636
C 5.8115 0.0854 -0.7937 0.197 -0.209 -0.136 -0.851
H 1.5648 -3.7465 1.1703 0.089 -0.004 0.167 0.268
H -0.1835 -2.4054 -1.8201 0.010 0.027 -0.095 0.276
H 6.8648 0.2997 -0.6186 -0.060 -0.072 -0.049 0.252
C -1.4664 0.3314 -0.2373 0.480 0.304 0.107 -1.320
C -1.0895 -3.2921 0.7200 0.208 0.213 -0.190 -2.396
H 0.8889 -1.1688 1.1868 0.124 -0.025 0.037 0.286
C 0.9418 1.2365 -0.1469 0.527 -0.153 -0.108 0.009
H -4.1429 -0.5093 -0.5097 0.016 -0.003 0.025 0.283
H 0.4125 -5.9286 -0.8734 0.087 -0.069 -0.088 0.455
C 1.7076 2.2062 0.4967 0.187 -0.102 0.000 -1.105
H 0.1901 -1.8666 2.6525 0.005 -0.075 0.122 0.488
C 3.7240 1.0726 -0.1906 0.118 0.130 0.101 1.355
C -4.9386 1.4904 -0.5025 0.097 -0.594 -0.003 -0.526
H -1.2701 -5.7085 -0.4029 -0.139 -0.054 -0.023 0.418
C 2.9617 0.1228 -0.8485 0.268 0.014 0.023 -0.279
C -2.3980 2.3490 -0.2145 0.238 -0.667 0.033 0.151
H -3.3410 -1.9659 1.3763 -0.075 -0.061 -0.065 0.394
H 4.7594 2.8547 0.9977 -0.048 -0.004 -0.001 0.327
N -1.3323 -1.0525 -0.2717 -0.241 -0.183 -0.286 0.415
H -0.2256 -0.2275 2.1560 0.003 0.090 0.064 0.510
H -2.6046 -0.5244 2.0885 -0.007 0.108 0.028 0.430
H 0.3700 -3.9871 -2.3701 0.064 -0.109 -0.109 0.462
H 5.5706 -0.9029 -0.3890 -0.005 0.041 -0.024 0.328
H -3.3149 4.2938 -0.2126 0.141 0.118 0.018 0.427
C 1.5793 0.2057 -0.8261 -0.149 0.195 0.004 -0.943
H -2.3412 -2.1037 2.8194 -0.016 -0.063 0.147 0.458
H -2.0737 -3.6139 0.3639 -0.102 -0.059 0.032 0.537
H -0.9359 -3.7703 1.6903 -0.091 -0.040 0.072 0.471
H 3.4329 -0.6850 -1.3866 0.080 -0.058 -0.044 0.421
C -0.2459 -5.4256 -0.1689 0.012 0.251 -0.001 -2.067
```
Positions in Å, forces in eV/Å.


Computed, not measured: a single C21H28N4O4 molecule, with ωB97M-V with the def2-TZVPD basis set.

Results
SMILES: COCCC(=O)N1CCC(Oc2ccc(C(=O)NCCn3cccn3)cc2)CC1
Charge: 0
Gap between HOMO and LUMO: 9.368 eV

Structure (XYZ):
```
57
Properties=species:S:1:pos:R:3:forces:R:3:mulliken_charge:R:1
H -1.9882 3.9110 -1.4282 -0.015 0.026 -0.022 0.410
H 2.7090 5.5204 1.1781 -0.008 -0.102 -0.082 0.403
C -2.8264 -1.4372 0.7339 0.121 -0.040 0.068 -0.956
H 3.5891 5.6262 -1.1168 -0.073 -0.036 -0.059 0.391
C -0.6629 2.2133 -1.5273 0.226 0.275 -0.234 1.175
H 0.4125 -1.3269 1.7007 0.076 -0.019 0.041 0.469
H -1.1249 -4.7014 4.1951 0.138 -0.075 -0.017 0.345
H -0.1245 2.4360 -0.5973 -0.073 -0.065 -0.070 -0.301
C 0.2112 -6.0097 -0.8159 -0.098 0.106 -0.008 -0.835
C -0.7609 -5.6304 0.0806 0.079 -0.053 -0.219 -0.071
H 1.9885 2.3763 -3.6707 -0.198 0.074 -0.051 0.434
H 0.4214 3.0200 -4.2083 0.024 -0.030 0.011 0.351
C 2.4134 4.0694 -1.9375 0.044 0.465 0.070 0.800
C 1.0627 3.6229 1.9790 0.008 -0.041 0.131 -0.892
C 0.2875 1.5924 -2.5655 -0.015 0.132 0.185 -0.600
C -1.1326 -6.0426 2.5109 0.003 0.303 0.609 -0.694
N 1.1937 3.8628 -2.4813 -0.123 -0.177 -0.165 0.125
C -1.7324 -2.9699 2.3310 0.398 0.041 -0.002 0.242
H -3.7318 -1.9920 0.9279 -0.084 -0.034 0.024 0.439
N -0.5611 -3.6392 2.5212 0.213 -0.007 0.023 -0.110
H 1.2526 4.3598 2.7685 -0.023 -0.031 -0.003 0.312
H 0.1987 -3.4792 1.8802 -0.107 0.036 -0.011 0.317
H 1.9552 -7.3407 -0.3943 0.181 -0.126 -0.026 0.452
C 2.5821 5.2338 -0.9698 -0.062 -0.355 0.268 -0.869
O -1.7721 1.3722 -1.2563 -0.225 -0.095 0.067 -0.517
H 0.0708 4.9703 -1.1258 -0.041 0.006 -0.153 0.479
H -2.1900 -5.8427 2.3251 0.113 -0.067 -0.007 0.394
C 1.0686 -6.8317 -0.0725 -0.144 0.162 -0.048 -0.211
N -0.4597 -6.2189 1.2563 -0.176 0.045 -0.500 0.910
O 1.1969 4.1975 0.7044 -0.007 0.096 -0.286 -0.171
C -0.4982 -1.0864 1.1711 -0.247 -0.211 0.076 -1.032
C -0.5302 -4.8593 3.2926 -0.276 -0.221 0.019 -0.851
H 0.0376 3.2647 2.0571 0.028 -0.034 0.083 0.255
H 1.7558 2.7827 2.1101 -0.031 0.012 0.008 0.352
H -1.6262 -5.0080 -0.0334 -0.190 0.106 0.008 0.448
H -0.2960 0.9781 -3.2532 -0.036 -0.030 0.018 0.373
C -0.0383 4.5373 -2.1182 -0.250 0.371 0.057 -0.656
C 1.0048 2.7092 -3.3377 0.232 -0.313 -0.160 -1.072
C 2.4914 4.7106 0.4640 0.217 0.159 0.025 -0.551
H 0.5044 -5.0774 3.5609 -0.077 0.002 0.009 0.476
O 3.3647 3.3592 -2.2096 0.389 -0.210 0.112 -0.684
H 0.4302 0.5277 0.1509 0.077 0.078 -0.057 0.440
H -3.7210 -0.0858 -0.6677 -0.109 0.031 -0.062 0.469
C -0.4897 -0.0163 0.2949 0.092 0.328 -0.244 -0.151
C -1.1981 3.5351 -2.0774 0.125 -0.274 0.285 -1.193
H 0.2912 -5.7414 -1.8491 -0.036 0.072 -0.194 0.389
H -1.0235 -6.9584 3.0943 -0.068 0.043 -0.113 0.328
H 1.0186 0.9504 -2.0742 0.017 -0.045 -0.033 0.300
N 0.6531 -6.9411 1.1746 0.446 -0.451 0.583 -1.120
H 1.8614 6.0304 -1.1377 0.002 0.068 0.036 0.331
H -0.2540 5.3341 -2.8420 -0.036 -0.017 0.115 0.214
C -2.8245 -0.3812 -0.1461 0.113 0.138 -0.099 -0.569
C -1.6528 0.3460 -0.3807 -0.108 -0.211 0.141 0.699
C -1.6591 -1.8160 1.3975 -0.063 0.230 -0.124 0.531
O -2.7601 -3.2994 2.8932 -0.272 -0.128 0.039 -0.664
H 3.2396 3.9164 0.6055 -0.050 0.091 -0.014 0.391
H -1.6277 3.3664 -3.0650 -0.042 0.002 -0.046 0.323
```
Positions in Å, forces in eV/Å.


Computed, not measured: C21H28N4O4 as an isolated structure at a distorted geometry, with ωB97M-V with the def2-TZVPD basis set.

Results
Charge: 0
Gap between HOMO and LUMO: 8.115 eV

Structure (XYZ):
```
57
Properties=species:S:1:pos:R:3:forces:R:3:mulliken_charge:R:1
C 0.0733 -3.7282 -0.7317 -4.049 12.076 10.388 -1.108
C 6.5416 3.3315 -0.1890 1.591 -0.777 -9.824 -0.844
N -3.9323 -1.4298 0.7769 1.288 3.053 1.403 -0.140
H -8.0620 2.9156 -1.5971 1.044 -0.629 2.852 0.242
H 4.9357 -2.6308 0.5515 -1.458 -0.733 -0.565 0.214
H 6.5691 2.0437 1.9034 4.591 1.379 2.964 0.609
C 3.9529 0.6866 -0.6515 2.290 1.858 5.702 -0.494
H -5.9435 -2.0600 0.6243 -2.244 -3.902 -2.113 0.468
N -5.6986 2.0119 -0.3877 -4.396 -1.045 4.392 0.542
H -5.3072 3.9184 -0.0045 -1.436 4.559 3.312 0.506
H 6.5266 -1.5569 -0.3322 -0.955 0.514 0.198 0.438
H 0.5453 -4.1652 -1.3537 5.977 -6.527 -7.359 0.683
C 3.1598 -1.5684 -0.1452 -0.664 -3.223 -9.952 -0.452
C -1.0852 -1.4704 0.9837 3.589 -7.129 -8.971 -1.267
C 2.9830 -0.2104 -1.0509 -1.782 -8.701 -4.094 -0.448
C 5.4931 -1.2495 -0.6166 4.312 -0.255 -6.887 -0.946
C -1.8544 -2.3453 0.0690 1.612 -0.656 6.590 0.569
O 2.1609 -2.6531 -0.6617 -1.045 4.111 3.871 -0.471
H 7.0627 2.4953 -0.8623 -1.277 1.367 0.627 0.241
C 0.3297 -1.4083 0.5958 -3.657 -1.677 1.266 -0.549
H -9.1217 2.0982 -0.4242 2.604 1.147 0.547 0.285
H -5.2204 3.3648 -1.7131 -0.747 1.703 -4.440 0.433
O -3.9340 -3.5120 0.4582 -4.559 -10.035 -0.421 -0.570
C -8.0092 2.6055 -0.4194 -7.190 4.358 -1.551 -1.180
H 5.6079 -1.2526 -1.7766 0.273 0.583 1.168 0.321
H 4.9332 1.7212 2.1714 0.568 0.936 -1.275 0.400
C 6.0277 0.4740 0.8590 0.547 0.358 -1.589 0.999
H 3.1582 -1.3097 0.7665 -1.007 1.228 7.223 0.728
C -5.8467 -0.0481 0.5437 2.098 4.688 -1.284 0.346
H 4.4562 -3.0116 -0.9672 -0.788 -9.575 -8.061 1.032
H 3.2992 -0.8799 -2.2078 -1.072 2.658 2.985 0.192
H 0.9692 -0.6912 0.9031 1.812 2.362 1.141 0.653
H -8.1456 -0.0106 0.5986 1.415 0.399 -0.486 0.247
O 5.5405 3.0080 0.4613 -8.099 -5.387 6.552 -0.317
H -3.3882 -0.4878 0.8016 -1.784 -2.443 -0.070 0.325
H 4.2319 1.3553 -1.3532 0.174 2.981 -2.017 0.321
H 1.9205 0.0806 -1.1667 0.889 0.132 0.229 0.471
H -8.1735 3.6654 0.2569 0.528 -2.779 -2.023 0.216
H 7.2565 3.6767 0.3001 6.835 2.985 4.938 0.503
C -5.2220 3.2849 -0.7321 6.823 -5.365 1.258 -1.116
C 0.7751 -2.4363 -0.0845 4.084 -6.653 -6.053 0.822
C -5.3503 -1.4113 1.0588 3.021 6.628 -0.722 -0.866
O 7.0065 -0.1409 1.3287 -2.437 0.783 -1.030 -0.639
H -3.9565 2.9963 -0.5318 -3.227 1.109 -0.822 0.292
C 4.5270 -2.2930 -0.4547 -1.254 9.682 12.595 -1.482
C -3.2842 -2.6185 0.6453 4.412 9.260 -2.974 0.559
C -1.2004 -3.5129 -0.4619 -5.157 -2.706 -1.365 -0.405
H -5.5538 -1.2614 2.0461 -0.431 -0.745 3.209 0.253
N 5.2320 0.0789 -0.2519 1.630 -0.722 3.304 0.277
H -1.3917 -0.6892 1.3925 -3.331 6.306 4.187 0.544
H 3.6220 1.1046 0.3857 0.090 0.354 -2.084 0.282
H -2.0082 -4.3561 -0.7067 1.662 1.857 0.138 0.182
C 5.7559 1.8803 1.3955 -4.691 -0.681 -1.864 -1.366
C -7.0465 1.7343 0.1044 2.760 3.992 -5.422 0.719
C -7.1575 0.4720 0.3432 -0.163 -5.422 3.217 -0.864
N -4.9323 1.1904 0.2450 -0.236 -7.495 0.222 -0.646
H 6.1727 4.2052 -0.7346 0.619 -0.144 -1.160 0.255
```
Positions in Å, forces in eV/Å.


Values for HOMO, eV, ordered as above
-7.65, -8.76, -8.05
Values for energy above the lowest of the compared OMol25 structures with the same formula, charge and spin, eV, ordered as above
1.533, 3.469, 22.716